*one*
DFT (the ωB97M-V functional and the def2-TZVPD basis) results for a structure of composition H2N2O3S.

Last column: natural (NBO) charge in e.
Atoms and positions in Å:
1 O -2.036 -1.213 -0.588  -0.930
2 H 0.729 0.818 0.716  0.417
3 H -0.204 -0.641 0.271  0.434
4 S -2.827 -0.070 -0.299  1.739
5 N -0.870 1.180 -0.455  0.128
6 O -3.177 -0.022 1.059  -0.862
7 O -0.377 2.750 -0.347  -0.446
8 N -0.015 0.336 0.141  -0.480

Values from the calculation:
2S+1	1
LUMO (spin up / spin down)	-0.0748 / -0.0769	Eh
HOMO energy (spin up / spin down)	-10.70 / -10.62	eV
Kohn-Sham gap (spin up / spin down)	8.66 / 8.53	eV

*two*
DFT (the ωB97M-V functional and the def2-TZVPD basis) results for a cluster of 2 separate species, H2N2O3S in total.

Last column: natural (NBO) charge in e.
Atoms and positions in Å:
1 H -0.110 1.076 -2.355  0.306
2 N 0.312 0.562 -1.670  -0.742
3 H 0.745 -0.239 -2.133  0.308
4 N -0.027 0.353 1.210  0.384
5 O -1.039 -1.897 1.352  -0.755
6 S 0.253 -1.431 0.914  1.133
7 O -1.131 0.553 1.520  -0.288
8 O 0.996 1.024 1.162  -0.347

Values from the calculation:
2S+1	1
LUMO (spin up / spin down)	-0.1426 / -0.1427	Eh
HOMO energy (spin up / spin down)	-8.58 / -8.60	eV
Kohn-Sham gap (spin up / spin down)	4.70 / 4.71	eV

The data favor *one*; the next most stable structure lies 276.6 kJ/mol above it.